{"formula": "C60H64GeMnNO3PS", "method": "ωB97M-V with the def2-TZVPD basis set", "species": ["Mn", "N", "C", "C", "C", "C", "C", "C", "P", "C", "C", "C", "C", "C", "C", "C", "C", "C", "C", "C", "C", "H", "H", "H", "H", "H", "H", "H", "H", "H", "H", "H", "H", "H", "H", "H", "H", "C", "C", "O", "S", "C", "C", "C", "C", "C", "C", "C", "C", "H", "H", "H", "H", "H", "H", "H", "C", "C", "C", "C", "C", "C", "C", "C", "C", "C", "O", "O", "H", "H", "H", "H", "H", "H", "H", "H", "H", "H", "H", "C", "C", "C", "C", "Ge", "C", "C", "C", "C", "H", "H", "H", "H", "H", "H", "H", "H", "H", "H", "H", "H", "H", "H", "H", "H", "H", "H", "H", "C", "C", "C", "C", "C", "C", "C", "C", "C", "C", "C", "C", "C", "C", "H", "H", "H", "H", "H", "H", "H", "H", "H", "H", "H"], "xyz": [[0.3224, 1.1035, -0.5655], [-0.7368, 2.4101, 0.8330], [-1.1483, 3.7059, 0.3518], [-1.1843, 4.8274, 1.1633], [-1.6616, 6.0236, 0.6470], [-2.1144, 6.0927, -0.6594], [-2.0547, 4.9774, -1.4784], [-1.5605, 3.7802, -0.9797], [-1.3449, 2.2338, -1.9306], [-1.5196, 2.8583, -3.6305], [-2.5789, 2.5463, -4.4756], [-2.6619, 3.1543, -5.7174], [-1.6947, 4.0565, -6.1294], [-0.6388, 4.3690, -5.2880], [-0.5535, 3.7768, -4.0434], [-2.9019, 1.3426, -1.6124], [-3.1464, 0.1884, -2.3569], [-4.2667, -0.5807, -2.1060], [-5.1636, -0.1959, -1.1201], [-4.9364, 0.9621, -0.3918], [-3.8047, 1.7254, -0.6234], [-0.3427, 2.5139, 1.7755], [-1.5824, 1.8291, 0.9497], [-0.8561, 4.7743, 2.1914], [-1.7017, 6.8982, 1.2752], [-2.5127, 7.0168, -1.0489], [-2.3915, 5.0372, -2.5008], [-3.3488, 1.8534, -4.1715], [-3.4961, 2.9323, -6.3639], [-1.7669, 4.5252, -7.0984], [0.1082, 5.0843, -5.5974], [0.2499, 4.0416, -3.3710], [-2.4445, -0.1140, -3.1192], [-4.4287, -1.4787, -2.6830], [-6.0392, -0.7935, -0.9187], [-5.6483, 1.2874, 0.3522], [-3.6431, 2.6287, -0.0485], [5.3251, 1.7600, 8.6175], [4.6625, 1.6341, 7.2977], [3.6610, 2.1403, 6.8989], [5.5920, 0.4532, 6.2557], [4.5925, 0.4157, 4.8153], [4.1110, 1.5979, 4.2508], [3.2324, 1.5372, 3.1975], [2.8351, 0.2948, 2.6736], [3.4301, -0.8808, 3.1665], [4.2863, -0.8171, 4.2379], [1.7715, 0.2077, 1.7747], [0.7013, 0.1264, 1.1469], [5.2341, 2.7774, 8.9929], [6.3701, 1.4668, 8.5617], [4.8138, 1.1003, 9.3207], [4.4066, 2.5575, 4.6422], [2.8486, 2.4525, 2.7698], [3.1667, -1.8302, 2.7294], [4.7085, -1.7154, 4.6599], [-3.2451, -4.5965, -5.2930], [-2.4995, -3.8507, -4.2400], [-1.6402, -2.8074, -4.5658], [-0.9428, -2.1041, -3.5985], [0.0524, -1.0682, -4.0403], [-1.1150, -2.4589, -2.2469], [-1.9175, -3.5592, -1.8991], [-2.0840, -4.0589, -0.4971], [-2.6114, -4.2137, -2.9038], [-0.4692, -1.6634, -1.1724], [0.1224, -2.1663, -0.2174], [-0.6061, -0.3816, -1.2656], [-3.1454, -4.1156, -6.2623], [-4.2997, -4.6740, -5.0330], [-2.8580, -5.6123, -5.3700], [-1.4947, -2.5462, -5.6029], [1.0617, -1.4656, -3.9299], [-0.0112, -0.1428, -3.4618], [-0.0999, -0.8350, -5.0901], [-2.9910, -3.6496, -0.0509], [-1.2375, -3.7801, 0.1218], [-2.1799, -5.1435, -0.5028], [-3.2405, -5.0483, -2.6364], [-4.4924, -2.4038, 4.4040], [-3.5573, -1.6015, 3.5107], [-2.5995, -0.7240, 4.3104], [-1.6580, 0.0912, 3.4230], [-0.8330, -1.0806, 1.9911], [0.2913, -2.5412, 2.7699], [-0.3942, -3.7601, 3.3684], [0.6331, -4.6271, 4.1033], [1.0567, -4.0603, 5.4536], [-5.0950, -3.0844, 3.8085], [-5.1579, -1.7458, 4.9555], [-3.9241, -2.9937, 5.1189], [-4.1373, -0.9748, 2.8276], [-2.9707, -2.3046, 2.9028], [-2.0124, -1.3555, 4.9777], [-3.1750, -0.0445, 4.9435], [-0.8921, 0.5475, 4.0513], [-2.2269, 0.8969, 2.9535], [-1.9095, -1.1694, 0.8988], [0.8496, -2.0207, 3.5516], [0.9878, -2.8605, 1.9972], [-0.8573, -4.3456, 2.5729], [-1.1792, -3.4615, 4.0638], [1.5126, -4.7502, 3.4679], [0.1984, -5.6128, 4.2677], [1.5344, -3.0865, 5.3574], [1.7588, -4.7407, 5.9286], [0.1970, -3.9542, 6.1106], [5.5465, -1.9519, -4.2623], [4.6565, -2.9011, -3.7771], [3.7138, -2.5400, -2.8355], [3.6333, -1.2168, -2.3764], [4.5594, -0.2805, -2.8459], [5.5078, -0.6495, -3.7785], [2.5346, -0.8952, -1.4816], [1.9597, 0.2874, -1.2615], [2.1463, 1.6483, -1.6623], [2.0400, 2.6200, -0.6321], [2.1984, 3.9746, -0.9538], [2.4903, 4.3581, -2.2471], [2.5794, 3.4019, -3.2624], [2.3516, 2.0734, -2.9928], [6.2689, -2.2269, -5.0144], [4.6931, -3.9199, -4.1372], [3.0085, -3.2717, -2.4673], [4.5459, 0.7266, -2.4587], [6.2169, 0.0794, -4.1391], [2.0936, -1.7624, -1.0022], [2.1919, 2.3366, 0.4152], [2.1376, 4.7176, -0.1708], [2.6596, 5.3992, -2.4703], [2.8321, 3.7054, -4.2670], [2.3899, 1.3313, -3.7760]], "forces_ev_per_angstrom": [[-1.3, -1.7, 0.1], [-0.3, 0.0, 0.5], [-0.3, 0.5, -0.4], [0.1, -0.2, 0.0], [0.0, 0.0, 0.0], [0.0, 0.0, 0.0], [0.0, -0.1, 0.1], [0.5, -0.3, 0.3], [-1.6, 1.2, -0.3], [0.6, -0.2, 0.0], [0.0, -0.1, 0.1], [0.0, 0.1, -0.1], [0.0, 0.0, 0.0], [0.1, 0.1, 0.0], [0.0, -0.1, 0.0], [0.3, -0.2, 0.0], [0.0, 0.1, 0.1], [0.0, 0.0, -0.1], [0.0, 0.1, 0.1], [-0.1, 0.0, 0.1], [0.2, 0.1, -0.1], [0.0, -0.3, -0.4], [0.3, 0.2, 0.1], [0.0, 0.0, 0.1], [0.0, 0.1, 0.1], [0.0, 0.1, 0.0], [0.0, 0.0, -0.1], [0.0, 0.0, 0.0], [-0.1, -0.1, -0.1], [0.0, 0.0, -0.1], [0.1, 0.1, 0.0], [-0.1, 0.0, 0.0], [0.0, -0.1, -0.1], [0.0, -0.1, 0.0], [-0.1, 0.0, 0.0], [0.0, 0.0, 0.1], [0.0, 0.1, 0.0], [0.0, 0.2, 0.5], [0.1, -0.5, -0.7], [-0.2, 0.4, 0.4], [0.2, -0.1, -0.1], [0.0, 0.0, 0.1], [0.0, 0.1, -0.2], [-0.1, 0.0, 0.1], [0.4, 0.0, 0.1], [-0.1, 0.0, -0.2], [0.1, 0.1, 0.1], [-0.5, -0.2, 0.3], [0.1, -0.2, 0.4], [0.0, 0.0, 0.0], [0.0, 0.0, 0.0], [0.0, 0.0, 0.0], [0.0, 0.0, 0.0], [-0.1, 0.1, 0.0], [0.0, -0.1, 0.0], [0.0, -0.1, 0.0], [-0.1, -0.1, -0.1], [0.1, 0.1, 0.3], [0.0, 0.0, 0.1], [-0.1, -0.1, 0.3], [-0.1, 0.2, 0.0], [-0.1, -0.1, -0.2], [0.1, 0.2, -0.2], [0.0, 0.0, 0.2], [0.1, 0.1, -0.2], [0.7, -1.0, 0.8], [0.0, -0.2, -0.5], [-0.3, 1.3, -0.4], [-0.1, 0.0, -0.1], [-0.1, 0.0, -0.1], [0.0, -0.1, -0.1], [0.0, 0.0, -0.2], [0.1, 0.1, 0.0], [0.0, -0.1, -0.1], [0.0, 0.0, -0.1], [-0.1, 0.0, 0.1], [-0.1, -0.2, 0.0], [0.0, 0.0, 0.0], [-0.1, -0.2, 0.0], [0.1, 0.0, -0.2], [0.1, 0.0, 0.3], [-0.1, -0.1, -0.2], [0.5, -0.4, -0.3], [0.3, 0.4, 0.8], [-0.6, 0.6, -0.3], [0.1, 0.0, 0.0], [-0.2, 0.1, 0.1], [0.0, -0.1, -0.2], [-0.1, -0.1, 0.0], [-0.1, 0.0, 0.1], [0.0, -0.1, 0.1], [0.0, 0.0, -0.1], [-0.1, 0.0, -0.1], [0.0, -0.1, 0.1], [0.0, 0.0, 0.1], [0.2, 0.1, -0.1], [0.0, 0.1, -0.2], [0.2, -0.1, 0.1], [0.0, 0.1, 0.0], [0.0, 0.1, -0.1], [-0.1, 0.0, 0.0], [-0.1, 0.0, 0.1], [0.0, -0.1, -0.1], [0.1, -0.1, -0.1], [0.1, 0.1, 0.0], [0.1, 0.0, 0.1], [-0.1, 0.0, 0.1], [-0.1, -0.1, 0.1], [0.1, 0.0, -0.1], [-0.1, 0.3, 0.2], [0.5, -0.1, -0.4], [-0.1, -0.2, 0.1], [0.0, 0.0, -0.1], [-0.7, 0.2, 0.5], [1.0, -0.2, -0.3], [0.9, 0.6, -0.1], [1.1, 0.2, -0.2], [-0.2, 0.2, -0.1], [-0.1, -0.1, 0.4], [0.1, -0.3, 0.0], [-0.2, 0.1, 0.0], [0.1, 0.0, 0.0], [0.0, 0.0, 0.0], [-0.1, -0.1, 0.1], [0.0, 0.1, 0.0], [0.1, 0.1, 0.0], [-0.1, 0.1, 0.0], [-0.3, -0.1, -0.3], [0.1, 0.0, 0.0], [0.0, 0.1, 0.0], [0.0, 0.0, -0.1], [0.0, -0.1, -0.1]], "e_above_lowest_kcal_mol": 55.3, "multiplicity": 4, "charge": 2}